# C28H22AuGeN12O3S

A structure of composition C28H22AuGeN12O3S at a distorted geometry (the ωB97M-V functional and the def2-TZVPD basis, the Open Molecules 2025 dataset).

Last column: Löwdin spin population.
Atoms and positions in Å:
Au: 1.700 1.693 -0.786  0.376
N: 3.734 4.679 -1.372  0.205
C: 4.419 3.546 -1.310  0.162
N: 5.770 3.490 -1.596  0.088
N: 6.114 2.288 -1.455  0.145
N: 4.978 1.510 -1.083  0.256
N: 3.976 2.294 -0.998  0.067
C: 2.393 4.912 -1.026  0.022
N: 1.814 6.067 -1.320  0.029
N: 0.584 5.954 -0.859  0.015
N: 0.480 4.770 -0.325  0.062
N: 1.605 4.070 -0.392  0.118
H: 4.231 5.497 -1.705  0.002
C: -1.226 1.468 -2.962  0.044
Ge: -0.729 1.570 -1.089  0.180
C: -1.514 3.236 -0.375  0.267
C: -2.867 3.369 -0.480  0.017
C: -3.584 4.466 0.044  0.335
C: -2.886 5.519 0.679  0.012
C: -1.545 5.481 0.825  0.221
C: -0.759 4.284 0.406  0.079
C: -1.397 -0.011 -0.189  0.026
C: -1.854 -1.036 -0.980  0.011
C: -2.145 -2.318 -0.451  0.001
C: -1.962 -2.562 0.875  0.008
C: -1.526 -1.522 1.740  0.001
C: -1.303 -1.785 3.116  0.001
C: -0.846 -0.806 3.949  -0.001
C: -0.591 0.488 3.438  0.001
C: -0.794 0.761 2.115  0.003
C: -1.261 -0.235 1.218  0.005
H: -2.314 1.433 -3.042  0.007
H: -0.812 0.574 -3.425  0.001
H: -0.864 2.342 -3.500  0.001
H: -3.434 2.591 -0.981  -0.004
H: -4.658 4.511 -0.060  0.019
H: -3.431 6.379 1.045  -0.006
H: -1.007 6.296 1.289  0.009
H: -0.319 3.824 1.301  0.033
H: -1.954 -0.896 -2.050  0.001
H: -2.470 -3.112 -1.110  0.000
H: -2.117 -3.554 1.286  0.000
H: -1.481 -2.788 3.484  0.000
H: -0.671 -1.020 4.994  0.000
H: -0.223 1.261 4.101  0.000
H: -0.569 1.751 1.738  0.004
O: -2.846 -6.706 1.583  0.000
S: -1.679 -6.051 2.132  0.000
O: -1.879 -4.655 2.502  0.000
O: -0.905 -6.831 3.079  0.000
C: -0.564 -5.930 0.735  0.000
N: -0.389 -6.988 -0.077  0.001
C: 0.417 -6.827 -1.107  0.000
C: 1.075 -5.631 -1.400  0.000
C: 0.848 -4.624 -0.488  0.000
N: 0.054 -4.770 0.556  0.002
C: 1.371 -3.223 -0.590  0.002
C: 1.977 -2.652 -1.706  0.004
C: 2.226 -1.291 -1.716  0.013
N: 1.945 -0.517 -0.658  0.139
C: 1.472 -1.089 0.451  0.010
C: 1.159 -2.418 0.518  0.004
H: 0.544 -7.686 -1.760  0.000
H: 1.710 -5.533 -2.268  0.000
H: 2.174 -3.226 -2.601  0.001
H: 2.609 -0.795 -2.598  0.001
H: 1.288 -0.435 1.287  0.001
H: 0.709 -2.848 1.402  0.001

Its relative energy (zero: lowest compared OMol25 entry of this formula, charge and spin) is 33.6 kJ/mol. The maximum force comes out at 1.381 eV/Å. The multiplicity is 4. The HOMO energy (spin up / spin down) comes out at -7.96 / -7.96 eV. Its HOMO-LUMO gap (spin up / spin down) is 7.2 / 3.5 eV. The energy is -124453.047 eV.

# C26H57F9O13S7

A cluster of 10 separate species, C26H57F9O13S7 in total at a distorted geometry (the ωB97M-V functional and the def2-TZVPD basis, the Open Molecules 2025 dataset).

Last column: Löwdin charge in e.
Atoms and positions in Å:
C: -1.780 -7.171 -1.196  -0.290
S: -0.500 -5.973 -1.231  0.785
O: -0.861 -5.242 -2.488  -0.553
C: -0.973 -5.013 0.156  -0.280
H: -1.869 -7.587 -0.192  0.051
H: -1.473 -7.985 -1.850  0.048
H: -2.784 -6.822 -1.502  0.079
H: -0.962 -5.623 1.077  0.074
H: -1.967 -4.626 -0.029  0.054
H: -0.222 -4.220 0.253  0.040
C: 1.873 -0.488 -5.409  -0.290
S: 0.942 0.735 -4.576  0.821
O: 1.346 2.048 -5.261  -0.555
C: -0.581 0.275 -5.262  -0.286
H: 1.848 -0.338 -6.476  0.058
H: 1.495 -1.482 -5.080  0.065
H: 2.891 -0.307 -5.032  0.047
H: -0.836 -0.751 -5.021  0.065
H: -0.548 0.500 -6.339  0.072
H: -1.293 0.972 -4.868  0.040
C: 1.939 -3.090 -1.513  -0.286
S: 3.486 -2.428 -1.936  0.826
O: 3.141 -1.091 -2.610  -0.574
C: 3.914 -3.512 -3.256  -0.271
H: 1.234 -2.856 -2.336  0.082
H: 1.611 -2.755 -0.548  0.009
H: 2.077 -4.180 -1.550  0.052
H: 4.908 -3.295 -3.641  0.058
H: 3.066 -3.487 -3.960  0.067
H: 4.003 -4.523 -2.851  0.056
C: 2.550 4.268 -3.388  -0.302
S: 2.663 5.979 -3.226  0.798
O: 2.710 6.125 -1.734  -0.552
C: 4.306 6.129 -3.788  -0.292
H: 3.325 3.851 -2.751  0.034
H: 2.603 3.851 -4.410  0.057
H: 1.554 3.970 -3.045  0.054
H: 4.495 5.840 -4.806  0.055
H: 5.017 5.606 -3.150  0.064
H: 4.513 7.219 -3.718  0.062
C: -3.039 4.347 -1.409  -0.240
S: -1.642 4.768 -0.377  0.792
O: -0.625 3.680 -0.334  -0.534
C: -1.029 6.138 -1.252  -0.276
H: -3.332 3.312 -1.204  0.033
H: -2.701 4.301 -2.457  0.065
H: -3.793 5.091 -1.247  0.054
H: -0.870 5.851 -2.294  0.061
H: -0.078 6.405 -0.754  0.064
H: -1.816 6.888 -1.067  0.065
C: 3.936 -1.994 1.916  -0.244
S: 2.381 -1.351 2.518  0.860
O: 1.347 -1.662 1.410  -0.536
C: 1.996 -2.524 3.700  -0.286
H: 4.182 -1.336 1.105  0.026
H: 3.838 -3.063 1.655  0.069
H: 4.653 -1.873 2.724  0.062
H: 0.967 -2.290 3.914  0.020
H: 2.546 -2.389 4.654  0.085
H: 2.117 -3.517 3.227  0.080
C: 4.018 1.828 -0.701  -0.250
S: 3.325 2.178 0.906  0.812
O: 4.478 1.828 1.848  -0.583
C: 3.267 3.990 0.838  -0.227
H: 5.076 2.048 -0.694  0.061
H: 3.477 2.419 -1.458  0.031
H: 3.864 0.769 -0.932  0.027
H: 3.176 4.247 1.894  0.055
H: 2.357 4.221 0.304  0.029
H: 4.195 4.252 0.336  0.056
C: -3.339 2.528 2.295  -0.025
C: -4.594 1.663 2.300  -0.166
O: -4.629 0.767 1.159  0.024
C: -5.089 1.208 0.006  -0.411
O: -5.685 2.220 -0.224  0.167
C: -4.727 0.246 -1.143  -0.502
F: -3.515 0.540 -1.672  0.140
F: -4.632 -1.052 -0.826  0.160
F: -5.621 0.324 -2.153  0.150
H: -2.479 1.975 2.736  0.090
H: -3.595 3.458 2.758  0.076
H: -3.123 2.792 1.256  0.055
H: -5.485 2.312 2.345  0.129
H: -4.645 0.922 3.104  0.116
C: -2.649 -0.192 5.858  -0.048
C: -1.666 -1.355 5.734  -0.171
O: -2.416 -2.592 5.626  0.046
C: -1.788 -3.719 5.659  -0.426
O: -0.594 -3.889 5.733  0.147
C: -2.701 -4.981 5.613  -0.516
F: -2.324 -5.912 6.519  0.147
F: -3.990 -4.729 5.776  0.178
F: -2.519 -5.603 4.423  0.137
H: -2.103 0.764 5.858  0.094
H: -3.240 -0.277 6.787  0.085
H: -3.407 -0.226 5.113  0.047
H: -1.014 -1.389 6.625  0.138
H: -1.050 -1.257 4.840  0.088
C: 0.327 0.643 -1.068  -0.068
C: -0.113 0.882 0.343  -0.175
O: -0.991 -0.267 0.624  0.035
C: -1.202 -0.626 1.849  -0.440
O: -0.768 -0.151 2.872  0.108
C: -2.094 -1.904 1.904  -0.530
F: -3.263 -1.586 2.494  0.150
F: -2.334 -2.394 0.737  0.208
F: -1.531 -2.825 2.745  0.134
H: 1.093 -0.151 -1.165  0.067
H: 0.879 1.521 -1.400  0.059
H: -0.515 0.537 -1.768  0.077
H: -0.675 1.786 0.399  0.068
H: 0.673 0.902 1.101  0.088

Its relative energy (zero: lowest compared OMol25 entry of this formula, charge and spin) is 0.0 kJ/mol. The maximum force comes out at 2.835 eV/Å. The HOMO energy comes out at -8.37 eV. Its HOMO-LUMO gap is 8.7 eV. The energy is -154802.902 eV.

Question: Which of these has the highest relative energy (zero: lowest compared OMol25 entry of this formula, charge and spin)?
Answer: C28H22AuGeN12O3S

Question: The lowest energy belongs to which entry?
Answer: C26H57F9O13S7

Question: Look up the relative energy (zero: lowest compared OMol25 entry of this formula, charge and spin) of the second one.
Answer: 0.0 kJ/mol

Question: What is the energy in the first record?
Answer: -124453.047 eV